[1]
Computed, not measured: 13 unconnected molecules or ions with the total composition BF4H24O12 in a non-equilibrium geometry, with ωB97M-V/def2-TZVPD.

The geometry in ORCA input format:
```
! RIJCOSX wB97M-V def2-TZVPD def2/J DEFGRID3
* xyz -1 1
H -26.905 -0.463 19.609
H -25.904 -0.720 22.292
F -28.227 1.543 18.886
H -25.312 1.774 19.457
F -30.060 1.504 20.208
H -27.359 -0.143 22.151
H -28.643 1.296 14.943
H -27.554 2.664 22.199
O -28.730 5.694 19.602
O -25.169 0.846 19.584
F -28.040 1.030 21.142
H -26.800 -1.417 18.414
H -25.519 0.132 16.686
H -26.904 3.671 18.740
H -24.391 0.649 19.140
O -29.905 3.716 17.257
O -26.852 3.267 22.609
O -26.455 0.504 16.698
H -30.724 0.260 18.113
H -27.956 1.351 16.171
H -29.923 3.166 18.040
O -28.497 1.953 15.645
H -28.907 -1.025 19.018
O -26.796 3.750 17.804
H -29.475 3.182 16.578
O -25.375 3.656 20.298
B -28.681 1.804 20.191
F -28.528 3.153 20.399
H -28.564 4.749 19.708
O -31.008 0.813 17.380
H -29.974 -0.251 19.740
O -29.851 -0.940 19.069
H -30.168 0.956 16.943
H -24.504 3.692 20.667
H -27.227 4.122 22.649
H -29.672 5.752 19.684
H -25.883 3.446 21.077
H -27.420 4.374 17.470
O -26.817 -0.797 22.606
H -26.479 0.904 17.539
O -27.127 -1.336 19.302
*
```

Properties
E	-36516.2204	eV
E_LUMO	2.257	eV
relative energy (zero: lowest compared OMol25 entry of this formula, charge and spin)	103.3	kJ/mol
frontier orbital gap	9.21	eV

These are the Mulliken partial charges, in e, on atoms 1 to 2: atom 1 (H): 0.191, atom 2 (H): 0.274

***

[2]
Computed, not measured: a molecular structure, C10H23B2BrCl2F4MgN2NaO10 in a non-equilibrium geometry, with ωB97M-V/def2-TZVPD.

The geometry in ORCA input format:
```
! RIJCOSX wB97M-V def2-TZVPD def2/J DEFGRID3
* xyz -1 1
H 4.399 -2.400 8.222
H -0.104 1.148 -0.545
O 3.034 -3.481 9.347
O 5.411 3.405 -1.040
H -6.448 -0.168 -6.152
H 4.895 -2.830 9.874
C 0.234 -0.209 4.412
H 2.305 -3.178 8.796
Mg 2.781 1.321 -3.203
H 3.702 -1.537 9.622
O -6.032 0.702 -5.991
H 0.505 0.855 4.286
Cl -1.949 -0.538 -0.220
H -0.817 -0.273 4.722
C -3.225 -1.302 -4.574
O 0.515 -0.947 3.294
F -7.840 0.711 1.452
C -2.732 1.126 -4.422
O 2.642 2.069 -0.831
Br 0.999 -2.084 6.400
F -6.953 -1.410 1.566
Na -4.379 -0.023 -2.687
H 0.866 -0.632 5.355
F -6.084 0.123 0.080
H -1.073 -0.327 2.081
H -2.984 -2.345 -4.428
H 6.266 1.891 -2.383
H 6.983 3.186 -3.183
H 0.431 0.715 2.080
N 1.991 -0.540 0.723
C 4.061 -2.504 9.257
N 7.072 2.188 -2.992
B -6.658 -0.050 1.375
O 0.513 1.147 -1.301
O 2.276 -0.349 -0.671
Cl 0.099 -1.202 -5.389
C -4.517 -0.998 -5.183
H 6.204 3.484 -1.571
H 0.650 -2.120 1.272
H 2.729 -1.057 1.177
C 0.016 -0.305 2.101
C -2.377 -0.308 -4.213
F -5.746 0.385 2.347
H 7.948 2.008 -2.502
O -1.959 1.993 -4.072
H 7.056 1.668 -3.869
H 0.044 -1.032 -0.004
H -0.792 0.303 -3.485
H 3.234 1.947 -0.072
C 0.655 -1.076 0.929
H -4.259 2.473 -5.212
O -1.212 -0.565 -3.667
O -5.310 -1.869 -5.506
B 1.822 0.939 -0.931
C -4.024 1.429 -5.053
C -4.864 0.442 -5.415
*
```

Properties
E	-151368.8582	eV
E_LUMO	-3.288	eV
frontier orbital gap	1.57	eV

These are the Mulliken partial charges, in e, on atoms 1 to 2: atom 1 (H): 0.237, atom 2 (H): 0.197

***

[3]
Computed, not measured: a molecular structure, C2H7NS4 in a non-equilibrium geometry, with ωB97M-V/def2-TZVPD.

The geometry in ORCA input format:
```
! RIJCOSX wB97M-V def2-TZVPD def2/J DEFGRID3
* xyz 0 1
H 1.705 -0.963 1.937
S -2.341 0.897 0.224
S 1.257 -1.330 -0.836
H -2.509 1.219 -1.049
H 0.330 1.712 0.947
N -1.133 -0.291 -0.110
C 0.980 1.190 0.191
C 0.323 -0.219 0.271
H 1.936 1.025 0.756
H 0.977 1.674 -0.883
S 0.459 -0.691 1.991
H 1.364 -0.382 -1.825
H -1.623 -2.036 -1.507
S -1.727 -1.805 -0.106
*
```

Properties
E	-47016.3437	eV
E_LUMO	0.495	eV
relative energy (zero: lowest compared OMol25 entry of this formula, charge and spin)	0.0	kJ/mol
frontier orbital gap	8.97	eV

These are the Mulliken partial charges, in e, on atoms 1 to 2: atom 1 (H): 0.129, atom 2 (S): -0.122

***

[4]
Computed, not measured: a gas-phase ion, C4H11N2O (charge +1) in a non-equilibrium geometry, with ωB97M-V/def2-TZVPD.

The geometry in ORCA input format:
```
! RIJCOSX wB97M-V def2-TZVPD def2/J DEFGRID3
* xyz 1 1
N -1.181 1.219 -1.201
H 1.024 0.398 -2.606
H -0.958 1.613 -2.115
H 0.772 -2.266 -0.089
H -0.771 -0.863 -1.053
H -0.923 1.942 -0.486
C 1.049 0.101 -1.547
H 1.670 0.938 -1.194
H -2.167 0.978 -1.125
C -0.081 0.230 0.672
C -0.288 0.088 -0.851
H 1.158 -2.695 1.587
H 1.619 -0.819 -1.450
H -0.518 -2.750 1.015
H 0.736 -0.632 2.258
N 0.263 -0.833 1.388
C 0.428 -2.216 0.944
O -0.144 1.377 1.100
*
```

Properties
E	-9347.9561	eV
E_LUMO	-3.388	eV
relative energy (zero: lowest compared OMol25 entry of this formula, charge and spin)	86.9	kJ/mol
SMILES string	CNC(=O)[C@H](C)[NH3+]
frontier orbital gap	10.86	eV

These are the Mulliken partial charges, in e, on atoms 1 to 2: atom 1 (N): -0.219, atom 2 (H): 0.371

***

[5]
Computed, not measured: 6 unconnected molecules or ions with the total composition CH12O6 in a non-equilibrium geometry, with ωB97M-V/def2-TZVPD.

The geometry in ORCA input format:
```
! RIJCOSX wB97M-V def2-TZVPD def2/J DEFGRID3
* xyz 0 1
H -2.001 2.340 1.137
H -0.642 2.947 1.536
H 0.703 -1.651 -0.754
O 0.581 -0.319 1.699
O -1.247 2.221 1.724
H 0.195 1.360 -2.446
O 2.640 -1.103 0.141
H 2.844 -0.973 1.072
H -3.086 -1.138 0.389
O -2.822 0.759 -0.207
H 0.789 0.076 -2.460
O 0.896 0.902 -1.957
C -2.408 -0.344 0.024
H 2.128 -0.316 -0.075
H -1.355 -0.626 -0.115
O 0.741 -2.028 -1.641
H 1.674 -2.247 -1.740
H 0.567 0.605 1.423
H -0.197 -0.464 2.249
*
```

Properties
E	-13515.9316	eV
E_LUMO	0.438	eV
relative energy (zero: lowest compared OMol25 entry of this formula, charge and spin)	76.2	kJ/mol
SMILES string	C=O.O.O.O.O.O
frontier orbital gap	10.86	eV

These are the Mulliken partial charges, in e, on atoms 1 to 2: atom 1 (H): 0.324, atom 2 (H): 0.309

***

[6]
Computed, not measured: a molecular structure, C7H23Cl3GeN5Sn, with ωB97M-V/def2-TZVPD.

The geometry in ORCA input format:
```
! RIJCOSX wB97M-V def2-TZVPD def2/J DEFGRID3
* xyz 2 2
C -1.274 -2.804 1.451
H -0.519 0.276 4.239
H 1.855 2.653 -2.932
C 0.687 1.072 -3.773
H -1.738 -0.182 3.070
H 0.720 -2.691 1.684
H -3.285 -2.481 0.815
H -0.889 -1.709 -2.741
H 1.065 -1.346 3.380
H -0.424 -2.150 3.872
Cl 4.431 2.887 -0.500
H 1.295 -0.956 -3.372
Cl 3.203 1.509 2.400
C 0.009 -1.471 3.133
H -1.525 -0.245 -2.981
H -1.542 -3.501 2.251
Ge 3.804 3.420 1.492
H 0.840 1.071 2.515
H -0.253 2.480 -1.687
Cl 1.911 4.488 1.317
N -0.055 -2.042 1.769
H -2.656 0.000 0.360
C 0.392 -0.416 -3.662
H -1.064 -3.396 0.557
C -2.449 -1.884 1.178
H -0.634 1.680 2.215
H 0.087 -0.788 -4.639
C 1.425 1.709 -2.601
H -2.783 -1.405 2.092
C -0.667 -0.112 3.231
H -0.244 1.618 -3.975
N -2.089 -0.826 0.185
H 1.313 1.208 -4.655
Sn 0.311 -0.204 -0.031
N -0.102 0.813 2.215
N -0.681 -0.717 -2.667
H 1.069 2.565 -0.774
H -2.364 -1.140 -0.736
H 2.253 1.069 -2.291
N 0.567 1.948 -1.407
*
```

Properties
E	-114986.5399	eV
E_LUMO (spin up / spin down)	-6.230 / -8.377	eV
relative energy (zero: lowest compared OMol25 entry of this formula, charge and spin)	30.3	kJ/mol
frontier orbital gap (spin up / spin down)	8.89 / 6.94	eV

These are the Mulliken partial charges, in e, on atoms 1 to 2: atom 1 (C): -0.715, atom 2 (H): 0.433

***

Repeat the first record exactly.
Computed, not measured: 13 unconnected molecules or ions with the total composition BF4H24O12 in a non-equilibrium geometry, with ωB97M-V/def2-TZVPD.

The geometry in ORCA input format:
```
! RIJCOSX wB97M-V def2-TZVPD def2/J DEFGRID3
* xyz -1 1
H -26.905 -0.463 19.609
H -25.904 -0.720 22.292
F -28.227 1.543 18.886
H -25.312 1.774 19.457
F -30.060 1.504 20.208
H -27.359 -0.143 22.151
H -28.643 1.296 14.943
H -27.554 2.664 22.199
O -28.730 5.694 19.602
O -25.169 0.846 19.584
F -28.040 1.030 21.142
H -26.800 -1.417 18.414
H -25.519 0.132 16.686
H -26.904 3.671 18.740
H -24.391 0.649 19.140
O -29.905 3.716 17.257
O -26.852 3.267 22.609
O -26.455 0.504 16.698
H -30.724 0.260 18.113
H -27.956 1.351 16.171
H -29.923 3.166 18.040
O -28.497 1.953 15.645
H -28.907 -1.025 19.018
O -26.796 3.750 17.804
H -29.475 3.182 16.578
O -25.375 3.656 20.298
B -28.681 1.804 20.191
F -28.528 3.153 20.399
H -28.564 4.749 19.708
O -31.008 0.813 17.380
H -29.974 -0.251 19.740
O -29.851 -0.940 19.069
H -30.168 0.956 16.943
H -24.504 3.692 20.667
H -27.227 4.122 22.649
H -29.672 5.752 19.684
H -25.883 3.446 21.077
H -27.420 4.374 17.470
O -26.817 -0.797 22.606
H -26.479 0.904 17.539
O -27.127 -1.336 19.302
*
```

Properties
E	-36516.2204	eV
E_LUMO	2.257	eV
relative energy (zero: lowest compared OMol25 entry of this formula, charge and spin)	103.3	kJ/mol
frontier orbital gap	9.21	eV

These are the Mulliken partial charges, in e, on atoms 1 to 2: atom 1 (H): 0.191, atom 2 (H): 0.274

***

Copy entry 4 word for word.
Computed, not measured: a gas-phase ion, C4H11N2O (charge +1) in a non-equilibrium geometry, with ωB97M-V/def2-TZVPD.

The geometry in ORCA input format:
```
! RIJCOSX wB97M-V def2-TZVPD def2/J DEFGRID3
* xyz 1 1
N -1.181 1.219 -1.201
H 1.024 0.398 -2.606
H -0.958 1.613 -2.115
H 0.772 -2.266 -0.089
H -0.771 -0.863 -1.053
H -0.923 1.942 -0.486
C 1.049 0.101 -1.547
H 1.670 0.938 -1.194
H -2.167 0.978 -1.125
C -0.081 0.230 0.672
C -0.288 0.088 -0.851
H 1.158 -2.695 1.587
H 1.619 -0.819 -1.450
H -0.518 -2.750 1.015
H 0.736 -0.632 2.258
N 0.263 -0.833 1.388
C 0.428 -2.216 0.944
O -0.144 1.377 1.100
*
```

Properties
E	-9347.9561	eV
E_LUMO	-3.388	eV
relative energy (zero: lowest compared OMol25 entry of this formula, charge and spin)	86.9	kJ/mol
SMILES string	CNC(=O)[C@H](C)[NH3+]
frontier orbital gap	10.86	eV

These are the Mulliken partial charges, in e, on atoms 1 to 2: atom 1 (N): -0.219, atom 2 (H): 0.371